Record 1
# C6H8FN

An isolated molecule of C6H8FN at a distorted geometry (wB97M-V/def2-TZVPD, the Open Molecules 2025 dataset).

Geometry (Å):
C -0.87 1.24 0.84
C 0.52 1.23 0.90
C -1.63 0.66 -0.07
C 1.28 0.63 -0.26
C 1.19 -0.97 -0.25
C -0.10 -1.54 -0.28
N -2.56 0.50 -0.82
F -0.46 -2.31 0.87
H -1.57 1.81 1.58
H 1.18 1.80 1.61
H 0.77 0.86 -1.29
H 2.38 0.99 -0.29
H 1.74 -1.19 -1.07
H 1.61 -1.39 0.58
H -0.43 -1.96 -1.11
H -3.06 -0.36 -0.94

Values from the calculation:
total charge	0
multiplicity	1
relative energy (zero: lowest compared OMol25 entry of this formula, charge and spin)	122.4	kcal/mol

These are the Löwdin partial charges, in e, on atoms 1 to 4: number 1, C, carries -0.146; number 2, C, carries -0.117; number 3, C, carries -0.219; number 4, C, carries -0.180



Record 2
# C2H5N3

A cluster of 2 separate species, C2H5N3 in total at a distorted geometry (wB97M-V/def2-TZVPD, the Open Molecules 2025 dataset).

Geometry (Å):
C 2.61 -0.40 0.04
C -0.01 0.00 0.76
N 3.00 0.66 0.09
N 0.15 0.91 -0.21
N -0.70 -1.02 0.21
H 2.46 -1.42 -0.03
H 0.70 1.67 0.11
H -0.20 0.73 -1.11
H -0.92 -1.21 -0.79
H -0.94 -1.78 0.79

Values from the calculation:
total charge	0
multiplicity	3
relative energy (zero: lowest compared OMol25 entry of this formula, charge and spin)	24.7	kcal/mol

These are the Löwdin partial charges, in e, on atoms 1 to 4: number 1, C, carries -0.118; number 2, C, carries -0.246; number 3, N, carries 0.063; number 4, N, carries -0.003



Record 3
# C4H11N2O

The ion C4H11N2O with charge +1 at a distorted geometry (wB97M-V/def2-TZVPD, the Open Molecules 2025 dataset).

Geometry (Å):
C 0.61 -0.62 0.21
C 2.18 -0.37 -1.60
C -2.12 1.11 -0.20
C 2.00 -0.52 -0.04
N -2.10 0.06 0.88
N -1.27 0.24 1.94
O -0.01 0.18 1.63
H -0.22 -0.90 -0.28
H 1.66 -1.01 -2.23
H 3.25 -0.50 -1.68
H 2.02 0.55 -1.96
H -1.00 1.27 -0.32
H -2.59 0.73 -1.13
H -2.67 1.94 -0.06
H 2.14 -1.60 0.22
H 2.55 0.10 0.71
H -2.99 -0.29 1.23
H -1.45 -0.38 2.68

Values from the calculation:
total charge	+1
multiplicity	1
relative energy (zero: lowest compared OMol25 entry of this formula, charge and spin)	210.5	kcal/mol

These are the Löwdin partial charges, in e, on atoms 1 to 4: number 1, C, carries 0.159; number 2, C, carries -0.030; number 3, C, carries -0.001; number 4, C, carries -0.180



Record 4
# C4H11N3

An isolated molecule of C4H11N3 at a distorted geometry (wB97M-V/def2-TZVPD, the Open Molecules 2025 dataset).

Geometry (Å):
H -2.24 -0.73 2.08
N -1.27 -0.66 1.79
C -1.10 0.50 1.28
N -2.13 1.38 0.91
N 0.14 0.93 0.94
C 1.16 0.03 0.37
C 0.59 -0.90 -0.68
C 1.37 -0.72 -2.00
H -2.12 1.62 -0.07
H -3.02 1.25 1.35
H 0.34 1.91 0.85
H 1.95 0.71 0.07
H 1.52 -0.56 1.23
H -0.46 -0.75 -0.88
H 0.60 -1.95 -0.38
H 1.34 0.32 -2.32
H 2.39 -1.03 -1.75
H 0.95 -1.34 -2.80

Values from the calculation:
total charge	0
multiplicity	1
relative energy (zero: lowest compared OMol25 entry of this formula, charge and spin)	27.5	kcal/mol
SMILES	[H]/N=C(\N)NCCC

These are the Löwdin partial charges, in e, on atoms 1 to 4: number 1, H, carries 0.036; number 2, N, carries 0.118; number 3, C, carries -0.606; number 4, N, carries 0.106



Record 5
# C15H22N5Tc

A structure of composition C15H22N5Tc at a distorted geometry (wB97M-V/def2-TZVPD, the Open Molecules 2025 dataset).

Geometry (Å):
C 3.35 1.22 -0.03
C 3.56 0.54 -1.32
C 3.26 2.69 0.00
C 3.71 0.50 1.20
H 4.26 3.16 -0.05
H 2.80 3.06 0.93
H 2.69 3.08 -0.85
H 4.61 0.65 -1.65
H 2.93 0.96 -2.11
H 3.35 -0.53 -1.24
H 4.79 0.60 1.44
H 3.50 -0.57 1.11
H 3.16 0.89 2.07
C -2.15 0.53 -1.58
C -1.35 1.52 -0.90
C 0.05 1.17 -1.13
H -1.73 2.43 -0.45
C 0.08 0.08 -2.08
C -1.26 -0.30 -2.35
H -1.58 -1.03 -3.09
H -3.24 0.55 -1.64
H 0.90 1.79 -0.89
H 0.97 -0.34 -2.54
C -0.63 -0.74 2.46
C -1.65 0.27 2.34
C -1.03 1.46 1.83
H -2.69 0.19 2.63
C 0.35 1.17 1.60
C 0.61 -0.18 2.01
H 1.56 -0.69 1.98
H -0.75 -1.74 2.85
H -1.53 2.41 1.68
H 1.11 1.86 1.26
Tc -0.85 -0.09 0.37
N -4.20 -3.74 -1.76
N -3.74 -2.90 -0.77
N -3.68 -3.37 0.52
C -2.75 -2.59 1.04
N -2.19 -1.75 0.11
N -2.76 -2.05 -1.06
H -4.38 -3.22 -2.61
H -4.98 -4.29 -1.43
H -2.48 -2.67 2.09

Values from the calculation:
total charge	+1
multiplicity	4

These are the Löwdin partial charges, in e, on atoms 1 to 4: number 1, C, carries -0.421; number 2, C, carries -0.087; number 3, C, carries -0.092; number 4, C, carries -0.096



no.,E (a.u.)
1,-387.84313
2,-243.24694
3,-343.22869
4,-323.26265
5,-938.90491